[1]
{"formula": "C41H50AsBaBrN5O3SSi", "method": "the ωB97M-V functional and the def2-TZVPD basis", "total_energy_ev": -207215.5342, "gap_ev": 5.9, "charge": -1, "species": ["Ba", "O", "C", "O", "C", "C", "C", "C", "C", "C", "C", "C", "C", "N", "H", "H", "H", "H", "H", "H", "O", "C", "C", "C", "C", "C", "C", "N", "H", "H", "H", "H", "H", "H", "H", "S", "C", "C", "C", "C", "C", "N", "H", "H", "H", "H", "C", "Si", "C", "C", "N", "C", "C", "C", "C", "C", "C", "H", "H", "H", "H", "H", "H", "H", "H", "H", "H", "H", "H", "H", "H", "Br", "C", "C", "C", "C", "C", "N", "H", "H", "H", "H", "C", "C", "As", "C", "C", "C", "C", "H", "H", "H", "H", "H", "H", "H", "H", "H", "H", "H", "H", "H", "H", "H"], "coordinates": [[-1.0759, 0.6743, 0.8417], [0.2243, -0.1952, 4.1586], [0.1712, -0.4992, 2.9676], [0.6976, 0.1032, 1.9867], [-0.6475, -1.7384, 2.6100], [-1.0389, -2.6390, 3.6244], [-1.7916, -3.7244, 3.2895], [-2.1604, -3.9278, 1.9389], [-2.9180, -5.0356, 1.4972], [-3.2501, -5.1598, 0.1772], [-2.8336, -4.1927, -0.7609], [-2.0910, -3.1175, -0.3657], [-1.7383, -2.9601, 0.9943], [-0.9936, -1.8828, 1.3563], [-0.7299, -2.4303, 4.6386], [-2.1196, -4.4328, 4.0417], [-3.2258, -5.7838, 2.2186], [-3.8372, -6.0063, -0.1567], [-3.1129, -4.3043, -1.8008], [-1.7556, -2.3623, -1.0644], [2.7950, 0.1127, -0.3852], [3.8884, 0.0535, 0.5007], [3.9847, -1.2336, 1.3002], [5.1208, -1.5185, 2.0542], [5.1432, -2.6698, 2.8205], [4.0258, -3.4918, 2.8245], [2.9513, -3.1381, 2.0267], [2.9343, -2.0453, 1.2690], [2.0007, -0.1075, 0.1251], [3.8408, 0.8843, 1.2199], [4.7935, 0.1837, -0.0966], [5.9674, -0.8429, 2.0385], [6.0174, -2.9253, 3.4058], [3.9913, -4.3893, 3.4276], [2.0585, -3.7548, 1.9871], [-3.7162, 0.0020, -0.3762], [-4.2185, 0.1528, 1.2511], [-5.5910, 0.1416, 1.5985], [-5.9648, 0.2970, 2.9102], [-4.9831, 0.4391, 3.8960], [-3.6669, 0.4286, 3.4908], [-3.2824, 0.2975, 2.2167], [-6.3182, 0.0315, 0.8071], [-7.0139, 0.3159, 3.1834], [-5.2402, 0.5621, 4.9390], [-2.8650, 0.5335, 4.2163], [1.6653, 3.4678, 2.6009], [-0.1817, 3.8684, 2.3948], [-1.1077, 2.9438, 3.7605], [-0.4132, 5.7183, 2.8203], [-0.8190, 3.3524, 0.9016], [-0.9929, 4.1425, -0.1873], [-0.2990, 5.3587, -0.4332], [-0.5938, 6.1707, -1.5131], [-1.5890, 5.8253, -2.4172], [-2.2583, 4.6174, -2.2308], [-1.9619, 3.7921, -1.1663], [2.0773, 3.8877, 3.5231], [2.2563, 3.8404, 1.7594], [1.7796, 2.3811, 2.6449], [-0.9659, 3.4234, 4.7324], [-0.7341, 1.9207, 3.8616], [-2.1805, 2.9092, 3.5575], [-0.5826, 5.8428, 3.8926], [-1.2820, 6.1227, 2.2941], [0.4516, 6.3282, 2.5480], [0.4627, 5.6617, 0.2770], [-0.0461, 7.0992, -1.6464], [-1.8455, 6.4761, -3.2454], [-3.0328, 4.3244, -2.9326], [-2.5247, 2.8733, -1.0221], [-1.8783, 0.4929, -4.1458], [-0.4563, 1.6607, -3.6790], [-0.2154, 2.7605, -4.4800], [0.7901, 3.6232, -4.0794], [1.5056, 3.3313, -2.9314], [1.2142, 2.1654, -2.2455], [0.2426, 1.3267, -2.6161], [-0.8099, 2.9388, -5.3637], [0.9981, 4.5149, -4.6533], [2.2785, 3.9968, -2.5741], [1.8003, 1.8483, -1.3918], [0.8694, -3.7631, -4.7040], [0.2178, -2.7400, -3.7797], [1.3439, -1.8588, -2.3843], [2.8778, -1.3801, -3.5488], [2.5697, -0.3058, -4.5901], [2.2293, -3.4960, -1.7000], [1.2713, -4.4175, -0.9521], [0.1420, -4.1372, -5.4294], [1.2585, -4.6215, -4.1524], [1.6937, -3.3178, -5.2643], [-0.6242, -3.1940, -3.2488], [-0.2069, -1.9299, -4.3742], [3.2340, -2.2856, -4.0458], [3.6703, -1.0368, -2.8804], [1.7224, -0.5965, -5.2160], [3.4279, -0.1396, -5.2461], [2.3236, 0.6409, -4.1098], [3.0164, -3.1526, -1.0268], [2.7144, -4.0296, -2.5221], [0.7409, -3.8639, -0.1750], [1.8058, -5.2459, -0.4799], [0.5243, -4.8406, -1.6281]], "atomic_forces_ev_per_a": [[-2.5, 3.2, -3.8], [0.0, 0.0, -0.2], [0.8, -0.9, 1.5], [3.0, -0.8, 1.6], [-0.1, -0.3, 0.0], [0.0, -0.1, 0.2], [0.1, 0.1, 0.0], [0.1, 0.2, -0.1], [-0.1, -0.1, -0.1], [0.0, -0.1, 0.1], [0.1, 0.1, 0.0], [0.0, 0.0, 0.0], [-0.2, -0.3, 0.1], [0.3, -1.1, 0.2], [0.0, 0.0, 0.0], [0.0, 0.0, 0.0], [0.0, 0.0, 0.0], [0.0, 0.0, 0.0], [0.0, 0.0, 0.0], [-0.1, 0.0, 0.0], [0.2, -0.1, 0.2], [-0.1, 0.1, 0.2], [-0.1, -0.1, -0.1], [0.0, 0.0, 0.0], [0.0, 0.1, -0.1], [0.0, -0.1, 0.0], [0.0, 0.0, 0.0], [-0.1, 0.2, 0.0], [0.1, -0.2, 0.1], [0.1, 0.0, 0.0], [0.0, 0.0, 0.0], [0.0, 0.0, 0.0], [0.0, 0.0, 0.0], [0.0, 0.0, 0.0], [0.0, 0.0, 0.0], [-0.6, -0.3, -0.9], [-0.1, 0.0, 0.3], [0.0, 0.1, 0.2], [0.1, 0.0, -0.1], [0.0, 0.0, 0.0], [-0.1, 0.0, 0.1], [-0.6, -0.2, 0.5], [0.0, 0.0, 0.0], [0.0, 0.0, 0.0], [0.0, 0.0, 0.0], [0.0, 0.0, 0.0], [-0.2, 0.0, 0.0], [0.1, 0.3, 0.2], [0.2, -0.1, -0.1], [0.0, -0.1, -0.2], [0.3, 0.3, 0.2], [-0.2, 0.2, -0.1], [0.1, -0.2, 0.1], [0.0, 0.1, 0.0], [0.0, 0.0, -0.2], [0.0, 0.0, -0.1], [0.0, -0.1, 0.1], [0.0, 0.0, 0.0], [0.0, 0.0, 0.0], [0.0, 0.0, 0.0], [0.1, 0.0, 0.0], [-0.1, 0.0, 0.1], [0.0, 0.1, 0.0], [0.0, -0.1, 0.0], [0.0, 0.0, 0.0], [0.0, 0.0, 0.0], [0.0, 0.0, -0.1], [0.0, 0.0, 0.0], [0.0, 0.0, 0.0], [0.0, 0.0, 0.0], [0.0, 0.0, 0.0], [-0.1, -0.1, 0.0], [0.2, -0.2, 0.1], [0.0, 0.1, -0.1], [-0.1, -0.1, 0.0], [0.1, 0.1, 0.0], [0.1, -0.1, 0.0], [-0.3, 0.3, 0.1], [0.0, 0.0, 0.0], [0.0, 0.1, 0.0], [0.0, 0.0, 0.0], [0.0, 0.1, 0.1], [0.0, 0.1, 0.1], [0.1, 0.0, 0.0], [0.1, -0.5, -0.2], [-0.1, 0.2, -0.1], [0.0, -0.1, 0.1], [0.0, 0.0, 0.0], [0.1, 0.1, -0.1], [0.0, 0.0, 0.0], [0.0, 0.0, 0.0], [0.0, -0.1, 0.0], [0.0, 0.0, 0.0], [0.0, 0.0, 0.1], [0.0, 0.0, 0.1], [0.0, 0.0, 0.1], [0.0, 0.0, 0.0], [0.0, 0.0, 0.0], [0.0, 0.0, -0.1], [0.0, 0.1, 0.0], [0.0, 0.1, 0.0], [0.0, 0.0, 0.0], [0.0, 0.0, 0.0], [0.0, 0.0, 0.0]], "lowdin_charge": [1.802, 0.035, -0.724, -0.419, -0.240, 0.012, 0.004, -0.148, -0.042, -0.082, -0.069, -0.050, -0.223, 0.021, 0.117, 0.115, 0.107, 0.099, 0.105, 0.086, -0.133, -0.188, -0.246, -0.027, -0.076, -0.070, -0.129, 0.130, 0.033, 0.128, 0.124, 0.112, 0.102, 0.098, 0.104, 0.413, -0.844, -0.121, -0.095, -0.094, -0.172, -0.151, 0.088, 0.097, 0.089, 0.103, -0.175, 0.347, -0.178, -0.189, -0.252, -0.427, -0.078, -0.134, -0.155, -0.127, -0.068, 0.020, 0.017, 0.000, 0.028, -0.007, 0.021, 0.012, 0.024, 0.013, 0.080, 0.089, 0.078, 0.097, 0.065, 0.746, -0.763, -0.121, -0.064, -0.054, -0.144, 0.027, 0.097, 0.109, 0.108, 0.094, -0.175, -0.452, 1.228, -0.439, -0.167, -0.454, -0.182, 0.064, 0.053, 0.054, 0.039, -0.001, 0.047, 0.054, 0.060, 0.065, 0.040, 0.038, 0.051, 0.040, 0.065, 0.057]}

---

[2]
{"formula": "CH2N4O", "method": "the ωB97M-V functional and the def2-TZVPD basis", "total_energy_ev": -9073.6726, "gap_ev": 9.8, "charge": 0, "species": ["O", "C", "N", "N", "N", "N", "H", "H"], "coordinates": [[0.6029, 1.5655, -0.0552], [0.0316, 0.5256, -0.0385], [-1.2591, 0.4590, -0.2057], [-1.7707, -0.7790, 0.0011], [-0.7934, -1.6144, 0.1273], [0.4004, -0.7140, -0.0285], [1.5509, 1.5242, -0.4866], [1.2375, -0.9669, 0.6860]], "atomic_forces_ev_per_a": [[8.3, 8.3, -1.4], [-7.7, -7.8, -1.2], [-4.0, 2.0, 0.5], [3.3, -0.1, -0.5], [0.8, 2.7, -0.3], [4.4, -5.4, 4.1], [-2.6, 0.1, 1.4], [-2.4, 0.2, -2.6]], "nbo_charge": [-0.587, 0.609, -0.397, -0.004, -0.062, -0.472, 0.513, 0.400]}

---

[3]
{"formula": "C26H22Co2NO10", "method": "the ωB97M-V functional and the def2-TZVPD basis", "total_energy_ev": -124535.5086, "gap_ev": 6.3, "charge": -1, "species": ["H", "C", "H", "C", "C", "O", "O", "C", "C", "C", "N", "C", "C", "C", "O", "O", "C", "C", "H", "H", "H", "H", "H", "H", "H", "H", "H", "H", "H", "H", "H", "O", "C", "Co", "C", "O", "C", "O", "C", "C", "C", "C", "C", "C", "C", "C", "C", "Co", "C", "O", "C", "O", "C", "O", "H", "H", "H", "H", "H", "H", "H"], "coordinates": [[0.8883, -0.2134, 1.0092], [1.8911, -0.5425, 0.5373], [1.7747, -0.3777, -0.5443], [2.9449, 0.3192, 1.1554], [3.1653, 1.7195, 0.6962], [4.0161, 2.4677, 1.1502], [2.3394, 2.0557, -0.3144], [2.7637, 3.2843, -0.9463], [1.8454, 3.5255, -2.1098], [3.7556, -0.1244, 2.1427], [3.7212, -1.4426, 2.5141], [2.9540, -2.3630, 1.8557], [2.1292, -1.9782, 0.8528], [1.5192, -3.0816, 0.0620], [1.4445, -4.2282, 0.4816], [1.0926, -2.6851, -1.1576], [0.9172, -3.7954, -2.0826], [0.0747, -3.3798, -3.2563], [2.7235, 4.0953, -0.2085], [3.7985, 3.1434, -1.2835], [2.0975, 4.4721, -2.5901], [1.9602, 2.7346, -2.8570], [0.7951, 3.5616, -1.8061], [4.4427, 0.5202, 2.6898], [4.3432, -1.7611, 3.2468], [3.0435, -3.4006, 2.1846], [1.9230, -4.0820, -2.4202], [0.4467, -4.6261, -1.5468], [0.1521, -4.1537, -4.0298], [-0.9894, -3.3025, -2.9919], [0.4120, -2.4279, -3.6819], [-0.8206, -0.8537, -1.9163], [-1.2064, -1.2877, -0.9017], [-1.5639, -1.7609, 0.7577], [-1.7167, -3.4665, 0.3954], [-1.8606, -4.6121, 0.2712], [-0.7389, -2.4011, 2.1481], [-0.1980, -2.8895, 3.0525], [-2.7418, -0.4878, 1.3260], [-1.4225, -0.0800, 1.3452], [-0.5497, 0.9474, 1.6088], [-0.9066, 2.2652, 1.1133], [-0.7021, 3.4305, 1.8827], [-1.3511, 4.6226, 1.5731], [-2.1482, 4.6979, 0.4216], [-2.2612, 3.5876, -0.4225], [-1.6133, 2.3977, -0.1042], [-3.7094, -1.0101, -0.2992], [-5.3469, -0.7021, 0.2333], [-6.4397, -0.5370, 0.5788], [-3.9050, -2.5920, -1.0437], [-4.1218, -3.5102, -1.7146], [-3.6235, -0.1784, -1.8423], [-3.5791, 0.2585, -2.9129], [-3.4190, -0.2622, 2.1715], [0.1537, 0.8826, 2.4479], [-0.0827, 3.3339, 2.7729], [-1.2634, 5.4952, 2.2282], [-2.6965, 5.6078, 0.1773], [-2.8763, 3.6373, -1.3232], [-1.6746, 1.5334, -0.7761]], "atomic_forces_ev_per_a": [[1.6, -0.7, -1.2], [-1.6, 0.6, 0.3], [0.1, 0.0, 0.4], [0.9, 0.7, 0.2], [0.1, -0.5, 0.6], [-0.4, -0.3, -0.3], [0.8, 0.3, 0.2], [-0.3, 0.0, 0.0], [-0.2, 0.0, -0.3], [-0.5, 0.3, -0.5], [0.7, -0.1, 1.3], [-0.8, -0.2, -0.8], [0.5, -1.0, 0.2], [0.0, -0.3, 0.9], [0.1, 0.7, -0.7], [0.6, -0.9, 0.0], [0.0, 0.0, 0.2], [-0.4, 0.1, -0.3], [0.1, -0.2, -0.2], [-0.2, 0.2, 0.2], [0.0, 0.0, 0.0], [-0.1, 0.0, 0.1], [0.1, 0.0, 0.1], [-0.1, -0.1, -0.4], [-0.3, 0.2, -0.3], [0.0, 0.4, -0.3], [-0.2, -0.1, 0.2], [0.3, 0.1, -0.1], [0.0, 0.1, 0.1], [0.3, 0.1, -0.1], [-0.1, -0.2, 0.1], [-1.0, -1.0, 1.8], [2.0, 2.3, -3.0], [1.4, -5.3, 0.7], [-1.7, -3.0, -0.3], [0.7, 2.0, 0.0], [1.2, -0.5, 1.3], [-0.9, 0.8, -1.1], [-2.5, 2.8, -0.4], [0.0, 3.6, 1.1], [-1.2, -0.2, 0.5], [-0.7, 0.9, 0.3], [-0.2, -0.2, -0.1], [0.1, 0.0, -0.4], [-0.1, -0.2, 0.0], [0.2, 0.1, 0.2], [0.0, -0.2, 0.2], [0.1, -1.3, -0.1], [-1.0, -0.2, 1.2], [1.0, 0.1, -0.6], [-1.2, -0.7, -0.9], [0.5, 0.5, 0.7], [1.1, 1.3, -0.9], [-0.4, -0.4, 0.7], [0.9, -0.2, -0.1], [0.5, -0.3, -0.9], [-0.2, 0.2, 0.0], [0.1, -0.3, -0.2], [0.2, -0.1, 0.1], [0.2, 0.0, 0.2], [-0.1, 0.4, 0.4]], "nbo_charge": [0.277, -0.497, 0.245, -0.197, 0.786, -0.643, -0.501, -0.069, -0.629, 0.067, -0.583, 0.060, -0.185, 0.798, -0.639, -0.520, -0.076, -0.627, 0.194, 0.179, 0.204, 0.209, 0.233, 0.225, 0.399, 0.230, 0.173, 0.211, 0.207, 0.220, 0.222, -0.600, 0.495, -0.114, 0.580, -0.533, 0.619, -0.535, -0.554, -0.011, -0.418, -0.041, -0.160, -0.245, -0.247, -0.215, -0.206, -0.047, 0.537, -0.557, 0.476, -0.562, 0.450, -0.563, 0.217, 0.225, 0.193, 0.202, 0.200, 0.212, 0.230]}